one.
2 unconnected molecules or ions with the total composition C4H11NO2S. Source: the Open Molecules 2025 dataset; level of theory: ωB97M-V/def2-TZVPD.

ORCA input file:
```
! wB97M-V def2-TZVPD RIJCOSX def2/J DEFGRID3
* xyz -2 1
C -0.839 -1.143 1.299
N -0.498 0.143 0.669
C -0.270 0.053 -0.790
C 1.232 -0.275 -1.058
S 2.416 0.745 -0.084
C -1.393 -0.767 -1.556
O -1.329 -2.107 -1.525
H 0.002 -1.692 1.761
H -1.182 -1.861 0.542
H -1.655 -1.053 2.027
H 0.378 0.415 1.114
H -0.419 1.099 -1.128
H 1.486 -0.182 -2.111
H 1.347 -1.322 -0.763
H -1.239 -0.455 -2.650
H -2.360 -0.307 -1.224
H -1.533 1.479 1.600
H -0.404 2.057 2.455
O -1.368 2.096 2.353
*
```

Results
E_HOMO (eV): 0.54
HOMO-LUMO gap (eV): 5.5516
LUMO energy (eV): 6.09

Atom charges from the Mulliken analysis, given in e for atoms 1 to 6: -0.868, -0.207, 0.118, -0.893, -0.793, -0.668



two.
A molecular structure, C4H11NO2S. Source: the Open Molecules 2025 dataset; level of theory: ωB97M-V/def2-TZVPD.

ORCA input file:
```
! wB97M-V def2-TZVPD RIJCOSX def2/J DEFGRID3
* xyz -2 1
C 0.203 0.733 -1.904
N 0.647 1.131 -0.568
C 0.111 0.289 0.520
C -1.323 0.590 0.888
S -1.416 2.309 1.734
C 0.285 -1.221 0.235
O 1.479 -1.630 -0.372
H -0.851 0.935 -2.154
H 0.330 -0.334 -2.062
H 0.878 1.190 -2.635
H 0.222 2.040 -0.406
H 0.745 0.559 1.372
H -1.925 -0.101 1.474
H -1.997 0.865 0.072
H -0.544 -1.384 -0.500
H 0.053 -1.881 1.085
H 2.081 -3.759 -1.779
H 1.164 -2.690 -0.922
O 1.167 -3.789 -1.475
*
```

Results
E_HOMO (eV): 0.21
HOMO-LUMO gap (eV): 5.7938
LUMO energy (eV): 6.00

Atom charges from the Mulliken analysis, given in e for atoms 1 to 6: -0.790, -0.390, 0.263, -0.737, -0.813, -1.133



Energy relative to the most stable one, in kJ/mol: one 23.5; two 0.0



one.
2 unconnected molecules or ions with the total composition C5H13N4. Source: the Open Molecules 2025 dataset; level of theory: ωB97M-V/def2-TZVPD.

ORCA input file:
```
! wB97M-V def2-TZVPD RIJCOSX def2/J DEFGRID3
* xyz 1 1
C 1.857 0.377 -0.396
C 1.240 1.679 0.095
C 0.832 -0.583 -0.287
C 1.029 -2.034 -0.662
C -1.340 2.109 -0.036
N 3.088 0.203 -0.646
N -0.270 -0.062 0.008
N -2.340 -1.237 0.840
N -0.174 1.270 0.277
H 1.618 1.984 1.038
H 1.245 2.438 -0.596
H 0.971 -2.668 0.227
H 2.130 -2.092 -0.930
H 0.453 -2.478 -1.479
H -1.378 2.668 -0.979
H -2.168 1.397 0.084
H -1.382 2.719 0.904
H 3.413 -0.755 -0.716
H -1.307 -0.545 0.214
H -3.315 -0.894 0.845
H -2.135 -2.167 0.370
H -2.067 -1.328 1.824
*
```

Results
E_HOMO (alpha / beta) (eV): -12.74 / -12.74
HOMO-LUMO gap (alpha / beta) (eV): 8.7024 / 8.7031
LUMO energy (alpha / beta) (eV): -4.04 / -4.04

Atom charges from the Mulliken analysis, given in e for atoms 1 to 6: 0.519, -0.501, 0.437, -1.228, -0.846, -0.653



two.
A gas-phase ion, C5H13N4 (charge +1). Source: the Open Molecules 2025 dataset; level of theory: ωB97M-V/def2-TZVPD.

ORCA input file:
```
! wB97M-V def2-TZVPD RIJCOSX def2/J DEFGRID3
* xyz 1 1
H 2.273 -1.498 1.206
N 2.787 -0.664 0.983
C 2.260 0.307 0.413
N 2.900 1.467 0.210
C 0.721 0.467 -0.237
N 0.869 -0.033 -1.523
C -0.708 -0.147 0.556
C -0.593 -1.672 0.474
C -2.054 0.280 0.104
N -2.715 1.288 0.596
H 2.556 2.164 -0.425
H 3.882 1.485 0.436
H 0.500 1.537 -0.267
H 1.234 -0.969 -1.607
H 0.184 0.199 -2.223
H -0.528 0.211 1.573
H -0.815 -2.035 -0.528
H -1.283 -2.145 1.171
H 0.410 -1.992 0.739
H -2.515 -0.279 -0.701
H -3.642 1.521 0.262
H -2.348 1.832 1.367
*
```

Results
E_HOMO (eV): -12.48
HOMO-LUMO gap (eV): 7.4227
LUMO energy (eV): -5.05

Atom charges from the Mulliken analysis, given in e for atoms 1 to 6: 0.259, -0.765, 0.668, -0.394, -0.339, -0.448



Energy relative to the most stable one, in kJ/mol: one 53.6; two 0.0



one.
A gas-phase ion, C5H13N4 (charge +1). Source: the Open Molecules 2025 dataset; level of theory: ωB97M-V/def2-TZVPD.

ORCA input file:
```
! wB97M-V def2-TZVPD RIJCOSX def2/J DEFGRID3
* xyz 1 1
C 1.254 1.181 0.279
C 2.034 0.158 -0.283
C -1.227 0.566 0.023
C 3.452 0.371 -0.566
C -2.181 -1.703 -0.381
N -0.017 1.345 0.253
N -1.832 1.312 -0.979
N -1.767 0.670 1.350
N -1.023 -0.783 -0.378
H 1.896 1.996 0.745
H 1.693 -0.657 -0.865
H 4.114 -0.556 -0.918
H 3.966 0.753 0.327
H 3.534 1.159 -1.307
H -2.849 -1.765 -1.209
H -1.816 -2.638 -0.133
H -2.652 -1.407 0.496
H -2.869 1.117 -1.160
H -1.580 2.261 -1.093
H -2.370 1.476 1.660
H -1.346 0.198 2.165
H -0.474 -0.655 -1.212
*
```

Results
E_HOMO (alpha / beta) (eV): -12.86 / -12.89
HOMO-LUMO gap (alpha / beta) (eV): 5.9277 / 6.2353
LUMO energy (alpha / beta) (eV): -6.94 / -6.66

Atom charges from the Mulliken analysis, given in e for atoms 1 to 6: -0.068, 0.266, 0.677, -1.195, -1.022, -0.315



two.
A gas-phase ion, C5H13N4 (charge +1). Source: the Open Molecules 2025 dataset; level of theory: ωB97M-V/def2-TZVPD.

ORCA input file:
```
! wB97M-V def2-TZVPD RIJCOSX def2/J DEFGRID3
* xyz 1 1
C 3.336 0.408 0.189
N 1.936 0.446 -0.196
C 0.922 -0.452 -0.189
N 1.116 -1.702 -0.063
N -0.437 -0.073 -0.744
C -1.130 1.161 -0.226
C -2.508 0.684 0.105
C -2.468 -0.748 0.248
N -1.278 -1.204 -0.620
H 3.339 0.907 1.091
H 3.896 -0.467 0.164
H 3.834 1.109 -0.565
H 1.774 1.425 -0.333
H 1.897 -2.273 0.271
H 0.217 -2.182 -0.169
H -1.076 1.777 -1.107
H -0.585 1.506 0.619
H -3.046 1.252 0.816
H -3.087 0.946 -0.888
H -2.291 -0.958 1.277
H -3.406 -1.269 0.032
H -1.585 -1.511 -1.517
*
```

Results
E_HOMO (eV): -13.40
HOMO-LUMO gap (eV): 10.6382
LUMO energy (eV): -2.76

Atom charges from the Mulliken analysis, given in e for atoms 1 to 6: -0.937, -0.244, 0.372, -0.202, 0.073, -0.641



Energy relative to the most stable one, in kJ/mol: one 290.0; two 0.0



one.
A molecular structure, C22H20B3Br10O26V. Source: the Open Molecules 2025 dataset; level of theory: ωB97M-V/def2-TZVPD.

ORCA input file:
```
! wB97M-V def2-TZVPD RIJCOSX def2/J DEFGRID3
* xyz -2 1
O -1.857 -10.293 3.401
V -2.364 -9.456 2.134
O -3.929 -9.661 1.965
O -0.646 6.592 -4.186
C -0.660 7.441 -3.303
O -1.380 8.453 -3.208
B -1.065 9.273 -2.087
O 0.200 8.779 -1.519
C 0.431 7.608 -2.238
O 1.390 6.772 -2.121
O -2.107 9.185 -0.991
C -2.627 10.430 -0.834
O -3.539 10.803 -0.118
C -1.840 11.400 -1.697
O -0.969 10.735 -2.330
O -2.068 12.621 -1.790
O -1.437 -4.349 2.647
C -1.122 -3.173 2.342
O -0.506 -2.824 1.182
B -0.378 -1.375 1.093
O -1.039 -0.816 2.317
C -1.473 -1.861 3.128
O -2.094 -1.848 4.181
O -0.935 -0.876 -0.187
C -0.081 -0.156 -0.841
O -0.180 0.450 -1.939
C 1.251 -0.230 -0.011
O 0.994 -0.989 1.073
O 2.263 0.349 -0.330
O 4.065 -3.098 -4.157
C 3.389 -4.077 -4.422
O 3.169 -5.232 -3.759
B 2.075 -6.004 -4.410
O 1.621 -5.111 -5.502
C 2.260 -3.985 -5.528
O 2.084 -2.975 -6.234
O 1.025 -6.259 -3.366
C 0.923 -7.536 -3.122
O 0.291 -8.125 -2.273
C 1.785 -8.278 -4.208
O 2.446 -7.311 -4.899
O 1.690 -9.509 -4.402
Br -4.372 -5.219 -2.965
C -3.506 -4.098 -4.389
C -3.698 -4.709 -5.755
Br -3.096 -3.344 -7.072
H -2.477 -3.893 -4.095
H -4.023 -3.142 -4.469
H -4.750 -4.979 -5.846
H -3.091 -5.603 -5.901
Br -8.537 1.499 2.796
C -8.737 0.418 4.508
C -7.662 -0.614 4.592
Br -8.012 -2.175 3.392
H -9.717 -0.058 4.534
H -8.719 1.127 5.336
H -7.566 -0.941 5.627
H -6.749 -0.062 4.368
Br -4.336 5.989 4.442
C -2.909 4.655 4.186
C -1.778 5.260 3.406
Br -0.247 4.047 3.573
H -3.306 3.842 3.578
H -2.527 4.394 5.173
H -1.439 6.217 3.802
H -2.129 5.417 2.386
Br 7.343 6.192 1.970
C 6.413 4.613 2.804
C 7.116 4.341 4.170
Br 6.628 2.503 4.713
H 6.636 3.764 2.158
H 5.350 4.750 3.004
H 6.911 4.901 5.082
H 8.194 4.314 4.011
Br 7.928 -2.251 0.427
C 6.987 -3.824 1.196
C 7.794 -5.117 0.978
Br 8.083 -5.450 -0.954
H 6.019 -3.729 0.703
H 6.861 -3.576 2.249
H 7.258 -5.933 1.462
H 8.806 -5.008 1.368
*
```

Results
E_HOMO (eV): -5.62
HOMO-LUMO gap (eV): 1.3624
LUMO energy (eV): -4.25

Atom charges from the Mulliken analysis, given in e for atoms 1 to 6: -0.487, 1.868, -0.458, -0.627, 0.654, -0.518



two.
A molecular structure, C22H20B3Br10O26V. Source: the Open Molecules 2025 dataset; level of theory: ωB97M-V/def2-TZVPD.

ORCA input file:
```
! wB97M-V def2-TZVPD RIJCOSX def2/J DEFGRID3
* xyz -2 1
O -9.071 -12.546 1.496
V -7.835 -12.891 0.536
O -8.098 -14.201 -0.280
O -10.418 -9.320 -6.660
C -10.000 -9.173 -5.545
O -8.998 -9.789 -4.968
B -8.653 -9.194 -3.683
O -9.605 -8.036 -3.583
C -10.299 -7.922 -4.685
O -11.176 -7.130 -4.924
O -7.254 -8.849 -3.493
C -6.689 -9.863 -2.846
O -5.551 -10.187 -2.835
C -7.834 -10.476 -2.027
O -8.975 -9.967 -2.450
O -7.758 -11.340 -1.183
O -0.935 -13.836 3.634
C -1.776 -12.988 3.621
O -2.555 -12.661 2.629
B -3.446 -11.491 2.910
O -3.035 -11.121 4.290
C -2.101 -11.970 4.748
O -1.662 -12.013 5.852
O -4.873 -11.871 2.783
C -5.420 -11.175 1.844
O -6.499 -11.339 1.303
C -4.346 -10.202 1.272
O -3.226 -10.411 1.958
O -4.572 -9.530 0.328
O -3.812 -11.956 -4.198
C -3.045 -12.607 -4.841
O -3.097 -13.881 -5.246
B -1.789 -14.220 -5.841
O -1.075 -12.944 -5.955
C -1.744 -11.991 -5.374
O -1.450 -10.838 -5.211
O -1.081 -15.134 -4.941
C -0.811 -16.246 -5.601
O -0.269 -17.194 -5.097
C -1.428 -16.118 -7.011
O -1.896 -14.901 -7.159
O -1.377 -17.016 -7.805
Br -12.807 -10.602 -2.243
C -13.078 -8.727 -1.895
C -11.719 -8.081 -1.679
Br -11.967 -6.146 -1.250
H -13.734 -8.589 -1.034
H -13.678 -8.219 -2.650
H -11.083 -8.052 -2.560
H -11.155 -8.631 -0.929
Br -13.333 -1.514 -4.408
C -12.997 -3.391 -4.852
C -11.641 -3.931 -4.361
Br -10.128 -3.245 -5.424
H -13.019 -3.513 -5.933
H -13.797 -4.024 -4.476
H -11.553 -5.011 -4.444
H -11.468 -3.626 -3.333
Br -6.901 -8.101 -8.603
C -8.065 -6.969 -7.417
C -7.350 -6.555 -6.152
Br -5.531 -5.855 -6.430
H -8.973 -7.563 -7.315
H -8.402 -6.209 -8.119
H -7.340 -7.400 -5.470
H -7.934 -5.721 -5.764
Br -8.541 -12.172 -9.376
C -8.572 -11.432 -7.547
C -7.724 -12.241 -6.573
Br -5.793 -12.218 -7.054
H -9.611 -11.262 -7.277
H -8.151 -10.450 -7.747
H -8.023 -13.283 -6.547
H -7.658 -11.750 -5.608
Br -14.057 -6.729 -5.080
C -13.626 -7.343 -6.899
C -13.559 -8.859 -6.752
Br -13.172 -9.750 -8.445
H -12.638 -7.034 -7.234
H -14.366 -7.012 -7.621
H -14.480 -9.291 -6.371
H -12.762 -9.072 -6.044
*
```

Results
E_HOMO (eV): -5.29
HOMO-LUMO gap (eV): 5.3879
LUMO energy (eV): 0.09

Atom charges from the Mulliken analysis, given in e for atoms 1 to 6: -0.563, 1.633, -0.543, -0.522, 0.243, 0.243



Energy relative to the most stable one, in kJ/mol: one 762.1; two 0.0



one.
2 unconnected molecules or ions with the total composition C2H6O2S. Source: the Open Molecules 2025 dataset; level of theory: ωB97M-V/def2-TZVPD.

ORCA input file:
```
! wB97M-V def2-TZVPD RIJCOSX def2/J DEFGRID3
* xyz 1 2
C 1.148 1.191 -0.374
S 0.104 1.471 1.035
H 1.547 0.182 -0.412
H 0.643 1.411 -1.319
H 1.953 1.933 -0.251
H 0.658 0.428 1.657
O -0.269 -1.526 -1.269
C -1.081 -1.198 -0.458
O -1.049 -1.830 0.747
H -2.034 -0.707 -0.719
H -1.621 -1.354 1.364
*
```

Results
E_HOMO (alpha / beta) (eV): -15.05 / -15.01
HOMO-LUMO gap (alpha / beta) (eV): 10.3687 / 5.3196
LUMO energy (alpha / beta) (eV): -4.68 / -9.69

Atom charges from the Mulliken analysis, given in e for atoms 1 to 6: -0.766, 0.296, 0.373, 0.370, 0.382, 0.313



two.
2 unconnected molecules or ions with the total composition C2H6O2S. Source: the Open Molecules 2025 dataset; level of theory: ωB97M-V/def2-TZVPD.

ORCA input file:
```
! wB97M-V def2-TZVPD RIJCOSX def2/J DEFGRID3
* xyz 1 2
C 1.189 -0.693 1.495
S 0.967 0.950 0.717
H 0.580 -0.696 2.395
H 0.834 -1.359 0.712
H 2.247 -0.731 1.764
H 0.483 1.690 1.727
O -1.979 -0.191 -0.739
C -1.640 0.087 -1.860
O -0.348 0.021 -2.266
H -2.356 0.586 -2.519
H 0.023 0.336 -1.427
*
```

Results
E_HOMO (alpha / beta) (eV): -15.19 / -14.85
HOMO-LUMO gap (alpha / beta) (eV): 10.7682 / 5.1800
LUMO energy (alpha / beta) (eV): -4.42 / -9.67

Atom charges from the Mulliken analysis, given in e for atoms 1 to 6: -0.617, 0.215, 0.348, 0.294, 0.388, 0.302



Energy relative to the most stable one, in kJ/mol: one 0.0; two 11.5



one.
2 unconnected molecules or ions with the total composition C3H12N3S. Source: the Open Molecules 2025 dataset; level of theory: ωB97M-V/def2-TZVPD.

ORCA input file:
```
! wB97M-V def2-TZVPD RIJCOSX def2/J DEFGRID3
* xyz 1 1
N -3.114 -0.514 -0.247
C -2.445 -1.551 -0.692
N -1.240 -1.465 -1.184
H -2.714 0.414 -0.244
H -3.906 -0.706 0.343
H -2.970 -2.498 -0.710
H -0.689 -2.280 -1.403
H -0.774 -0.544 -1.222
C 0.315 1.047 0.413
C 1.749 0.767 -0.107
S 2.692 -0.044 1.218
N -0.658 1.415 -0.685
H -0.040 0.091 0.799
H 0.362 1.866 1.124
H 1.627 0.134 -0.988
H 2.196 1.707 -0.437
H 2.625 0.983 2.099
H -1.033 2.332 -0.449
H -0.063 1.640 -1.487
*
```

Results
E_HOMO (eV): -12.23
HOMO-LUMO gap (eV): 8.8486
LUMO energy (eV): -3.38

Atom charges from the Mulliken analysis, given in e for atoms 1 to 6: -0.267, 0.148, -0.217, 0.241, 0.255, 0.371



two.
2 unconnected molecules or ions with the total composition C3H12N3S. Source: the Open Molecules 2025 dataset; level of theory: ωB97M-V/def2-TZVPD.

ORCA input file:
```
! wB97M-V def2-TZVPD RIJCOSX def2/J DEFGRID3
* xyz 1 1
C 2.334 0.676 -0.229
C 1.142 1.675 -0.433
C -0.904 0.442 -0.288
N -1.214 -2.086 0.852
N -0.159 -1.505 0.063
N -0.026 1.260 0.291
S -2.561 0.360 0.414
H 2.051 -0.302 -0.542
H 3.330 0.707 -0.776
H 2.739 0.694 0.827
H 0.780 1.628 -1.400
H 1.260 2.772 -0.232
H -0.843 0.500 -1.447
H -1.376 -3.088 0.572
H -2.119 -1.554 0.766
H -0.295 -2.097 -0.768
H -0.031 1.483 1.291
H -0.912 -2.025 1.835
H -3.195 0.459 -0.796
*
```

Results
E_HOMO (eV): -12.96
HOMO-LUMO gap (eV): 9.7098
LUMO energy (eV): -3.25

Atom charges from the Mulliken analysis, given in e for atoms 1 to 6: -0.792, -0.598, 0.092, -0.186, -0.556, -0.076



three.
2 unconnected molecules or ions with the total composition C3H12N3S. Source: the Open Molecules 2025 dataset; level of theory: ωB97M-V/def2-TZVPD.

ORCA input file:
```
! wB97M-V def2-TZVPD RIJCOSX def2/J DEFGRID3
* xyz 1 1
C 1.763 -1.343 0.653
C 0.883 -1.520 -0.629
C 0.042 0.151 -2.171
N -1.680 1.888 0.546
N -1.297 0.797 1.290
N 0.149 -0.402 -1.018
S -0.629 1.703 -2.501
H 2.658 -0.574 0.502
H 1.207 -1.066 1.588
H 2.225 -2.292 0.975
H 0.092 -2.359 -0.485
H 1.468 -1.915 -1.407
H 0.372 -0.397 -3.061
H -1.420 2.812 0.817
H -2.657 1.715 0.688
H -1.863 0.782 2.164
H -0.454 0.154 -0.334
H -1.313 1.931 -1.274
H -0.311 0.898 1.521
*
```

Results
E_HOMO (eV): -13.43
HOMO-LUMO gap (eV): 9.4588
LUMO energy (eV): -3.97

Atom charges from the Mulliken analysis, given in e for atoms 1 to 6: -1.034, -0.303, 0.235, -0.487, -0.646, 0.122



Energy relative to the most stable one, in kJ/mol: one 0.0; two 357.3; three 240.6